(1)
Computed, not measured: C4H16FN8O4Tl as an isolated structure at a distorted geometry, with ωB97M-V/def2-TZVPD.

Structure (XYZ):
```
34
C4H16FN8O4Tl ωB97M-V/def2-TZVPD
Tl -1.56 -0.40 -1.02
F -2.71 1.76 0.66
C -0.49 0.28 2.78
O -0.45 -0.35 1.74
N 0.24 0.11 3.79
N -1.13 1.36 2.93
H 0.42 0.68 4.61
H 0.78 -0.74 3.79
H -1.10 1.87 3.79
H -1.59 1.66 2.08
C 1.18 0.64 -3.90
O 0.43 0.44 -3.01
N 1.33 1.77 -4.48
N 2.14 -0.25 -4.17
H 2.29 1.94 -4.76
H 0.82 2.61 -4.24
H 2.00 -1.19 -3.83
H 2.82 -0.13 -4.90
C -1.28 -4.17 0.74
O -1.27 -3.02 0.25
N -2.38 -4.90 0.83
N -0.36 -4.94 1.22
H -2.18 -5.88 1.00
H -3.32 -4.58 0.68
H 0.61 -4.70 1.33
H -0.64 -5.83 1.60
C 0.64 2.67 -0.09
O 0.59 1.45 -0.27
N 1.68 3.41 -0.08
N -0.31 3.51 0.29
H 1.52 4.40 -0.15
H 2.52 2.93 -0.39
H -0.07 4.46 0.53
H -1.16 3.11 0.65
```

Properties
E_HOMO (eV): -15.3760
Total charge: +2
Max |F| (eV Å⁻¹): 7.8
Energy above the lowest of the compared OMol25 structures with the same formula, charge and spin (kcal/mol): 78.50

(2)
Computed, not measured: C4H16InO6 as an isolated structure at a distorted geometry, with ωB97M-V/def2-TZVPD.

Structure (XYZ):
```
27
C4H16InO6 ωB97M-V/def2-TZVPD
In -20.79 18.29 -21.03
O -19.98 16.93 -23.24
H -20.21 16.03 -23.52
H -19.16 17.16 -23.73
O -18.37 19.29 -22.03
H -17.51 18.82 -21.99
H -18.25 19.98 -22.71
C -22.44 19.51 -18.34
C -23.48 18.47 -18.63
O -23.41 18.37 -20.02
O -21.15 19.07 -18.83
H -22.40 19.80 -17.29
H -22.75 20.39 -18.93
H -24.52 18.66 -18.32
H -23.21 17.54 -18.12
H -24.09 17.78 -20.39
H -20.47 19.45 -18.24
C -22.05 14.75 -20.31
C -21.17 15.06 -19.13
O -21.08 16.51 -18.90
O -22.01 15.76 -21.32
H -23.09 14.66 -19.95
H -21.87 13.75 -20.71
H -20.13 14.77 -19.29
H -21.55 14.66 -18.19
H -20.74 16.69 -18.01
H -22.41 15.39 -22.12
```

Properties
E_HOMO (eV): -21.2685
Total charge: +3
Max |F| (eV Å⁻¹): 2.9
Energy above the lowest of the compared OMol25 structures with the same formula, charge and spin (kcal/mol): 0.00

(3)
Computed, not measured: C4H16LiO8S as an isolated structure at a distorted geometry, with ωB97M-V/def2-TZVPD.

Structure (XYZ):
```
30
C4H16LiO8S ωB97M-V/def2-TZVPD
Li -0.28 0.00 -0.16
S 0.78 -0.71 2.86
O 1.61 -0.01 3.85
O 0.55 0.08 1.64
O 1.34 -2.02 2.51
O -0.56 -0.81 3.47
C 0.16 1.59 -2.78
O 0.49 0.48 -2.12
H 0.80 2.34 -2.61
H -0.89 1.87 -2.56
H 0.08 1.42 -3.87
H 1.33 0.58 -1.82
C -2.17 -2.22 -0.55
O -0.76 -1.99 -0.27
H -2.53 -1.27 -0.85
H -2.58 -2.68 0.35
H -2.24 -2.73 -1.30
H -0.53 -2.71 0.26
C 4.00 -0.14 0.21
O 2.64 -0.13 -0.13
H 4.07 0.90 0.68
H 4.51 -0.05 -0.65
H 4.35 -0.92 0.86
H 2.30 -0.04 0.79
C -2.95 1.62 0.07
O -2.04 0.95 0.74
H -2.41 2.29 -0.60
H -3.46 2.33 0.92
H -3.47 1.10 -0.61
H -2.14 0.90 1.69
```

Properties
E_HOMO (eV): -3.1141
Total charge: -1
Max |F| (eV Å⁻¹): 10.1
Energy above the lowest of the compared OMol25 structures with the same formula, charge and spin (kcal/mol): 14.34

(4)
Computed, not measured: a 3-piece molecular cluster, C4H16N2O2 overall at a distorted geometry, with ωB97M-V/def2-TZVPD.

Structure (XYZ):
```
24
C4H16N2O2 ωB97M-V/def2-TZVPD
C 1.05 -1.04 0.56
C -0.08 -0.79 -0.42
C -0.14 -1.91 -1.47
N -1.38 -0.69 0.25
C -1.69 0.43 1.06
N -3.14 0.61 1.29
H 1.98 -1.25 0.00
H 0.88 -1.87 1.25
H 1.38 -0.16 1.13
H 0.07 0.17 -0.90
H 0.85 -1.99 -1.92
H -0.91 -1.69 -2.20
H -0.19 -2.85 -0.91
H -1.72 -1.56 0.63
H -1.41 1.40 0.66
H -1.27 0.41 2.08
H -3.63 0.65 0.40
H -3.54 -0.24 1.71
H 2.70 0.72 -1.65
H 2.37 2.13 -2.21
O 2.82 1.67 -1.47
H 2.01 1.95 0.43
H 1.56 3.41 0.70
O 1.44 2.50 1.00
```

Properties
E_HOMO (spin up / spin down) (eV): 0.6957 / -5.5376
Total charge: -1
Max |F| (eV Å⁻¹): 1.8
<S²>: 0.75
2S+1: 2
Energy above the lowest of the compared OMol25 structures with the same formula, charge and spin (kcal/mol): 11.02

(5)
Computed, not measured: a 3-piece molecular cluster, C4H16N2O2 overall at a distorted geometry, with ωB97M-V/def2-TZVPD.

Structure (XYZ):
```
24
C4H16N2O2 ωB97M-V/def2-TZVPD
C 0.42 2.61 -0.18
N 0.50 1.46 0.74
C -0.57 0.50 0.48
C -0.67 -0.62 1.52
C -1.87 -1.48 1.19
N 0.52 -1.44 1.55
H -0.10 2.30 -1.08
H -0.13 3.42 0.29
H 1.41 3.03 -0.35
H 0.51 1.78 1.70
H -1.56 1.00 0.42
H -0.37 0.10 -0.51
H -0.76 -0.12 2.49
H -1.98 -2.34 1.83
H -1.76 -1.79 0.14
H -2.77 -0.86 1.15
H 1.36 -0.90 1.41
H 0.49 -2.22 0.90
O -0.65 -0.61 -2.94
H -0.53 -1.53 -3.19
H 0.06 -0.17 -3.42
O 2.09 -0.36 -1.28
H 2.02 0.36 -0.62
H 1.31 -0.05 -1.78
```

Properties
E_HOMO (eV): -8.7121
Max |F| (eV Å⁻¹): 1.4
SMILES: CNC[C@@H](C)N.O.O
Energy above the lowest of the compared OMol25 structures with the same formula, charge and spin (kcal/mol): 14.65

(6)
Computed, not measured: a 3-piece molecular cluster, C4H16N2O2 overall at a distorted geometry, with ωB97M-V/def2-TZVPD.

Structure (XYZ):
```
24
C4H16N2O2 ωB97M-V/def2-TZVPD
C -0.49 0.64 2.58
N -0.22 0.61 1.17
C 0.31 -0.68 0.67
C 1.49 -0.47 -0.29
C 1.97 -1.52 -1.28
N 1.41 0.87 -0.96
H 0.44 0.35 3.08
H -0.63 1.69 2.90
H -1.35 0.04 2.98
H -1.11 0.80 0.72
H 0.71 -1.05 1.65
H -0.54 -1.32 0.43
H 2.28 -0.42 0.48
H 2.98 -1.22 -1.58
H 1.27 -1.61 -2.14
H 2.14 -2.47 -0.77
H 2.36 1.14 -1.20
H 1.01 1.61 -0.41
O -1.34 1.00 -2.22
H -0.62 1.49 -1.79
H -0.97 0.14 -2.42
O -3.46 0.08 -0.21
H -3.22 0.19 -1.14
H -4.43 0.08 -0.24
```

Properties
E_HOMO (eV): -8.7091
Max |F| (eV Å⁻¹): 2.4
SMILES: CNC[C@@H](C)N.O.O
Energy above the lowest of the compared OMol25 structures with the same formula, charge and spin (kcal/mol): 23.13

(7)
Computed, not measured: a 2-piece molecular cluster, C4H16N2O2 overall at a distorted geometry, with ωB97M-V/def2-TZVPD.

Structure (XYZ):
```
24
C4H16N2O2 ωB97M-V/def2-TZVPD
C 0.57 -0.76 1.71
O 1.46 -0.78 0.61
C -0.76 -0.43 1.06
C -0.78 0.93 0.38
C -1.05 0.92 -1.14
N 0.16 0.54 -1.95
N -1.87 -0.59 2.09
H 0.60 -1.73 2.22
H 0.88 -0.04 2.45
H 2.39 -0.82 0.84
H -0.83 -1.22 0.30
H 0.20 1.40 0.49
H -1.45 1.68 0.78
H -1.49 1.86 -1.46
H -1.86 0.22 -1.35
H 0.98 0.34 -1.35
H 0.47 1.10 -2.74
H -0.01 -0.38 -2.39
H -2.69 -1.06 1.70
H -1.54 -1.15 2.88
H -2.19 0.33 2.39
H 2.70 0.16 -3.18
H 3.40 -0.60 -2.15
O 2.72 0.08 -2.21
```

Properties
E_HOMO (eV): -18.4883
Total charge: +2
Max |F| (eV Å⁻¹): 1.9
Energy above the lowest of the compared OMol25 structures with the same formula, charge and spin (kcal/mol): 23.86

(8)
Computed, not measured: a 4-piece molecular cluster, C4H16N2O5 overall, with ωB97M-V/def2-TZVPD.

Structure (XYZ):
```
27
C4H16N2O5 ωB97M-V/def2-TZVPD
C -2.60 0.05 -1.72
C -1.80 -0.94 -0.87
O -2.60 -1.53 0.17
C -0.55 -0.31 -0.26
N 0.24 -1.29 0.46
C -0.92 0.91 0.59
N -0.01 1.91 0.55
O -1.96 0.99 1.23
H -3.24 -0.49 -2.41
H -3.23 0.61 -1.03
H -1.95 0.77 -2.20
H -1.45 -1.80 -1.42
H -2.87 -0.80 0.75
H 0.06 0.08 -1.08
H -0.29 -1.94 1.02
H 0.99 -0.84 0.98
H 0.93 1.73 0.20
H -0.16 2.75 1.07
O 2.55 -0.01 1.99
H 3.14 0.55 1.45
H 3.10 -0.72 2.33
O 2.34 -1.08 -1.46
H 2.78 -1.78 -1.96
H 1.54 -1.44 -1.05
O 3.23 1.29 -0.36
H 3.68 1.92 -0.93
H 3.28 0.43 -0.81
```

Properties
E_HOMO (eV): -9.0077
Max |F| (eV Å⁻¹): 0.9
SMILES: C[C@H](O)[C@H](N)C(N)=O.O.O.O
Energy above the lowest of the compared OMol25 structures with the same formula, charge and spin (kcal/mol): 2.80